[1]
Here is C7H11F in the gas phase in a non-equilibrium geometry from OMol25. Energies are from ωB97M-V/def2-TZVPD.

Geometry as XYZ:
```
19
Properties=species:S:1:pos:R:3:forces:R:3
C -2.786384 -0.189639 0.666631 0.852 0.853 0.945
C -1.848056 0.141673 -0.500374 -0.399 -0.232 0.147
C -0.552079 -0.577190 -0.285344 0.183 -0.612 -0.492
C 0.667278 -0.042008 -0.082417 -0.409 -0.911 -1.113
C 0.948571 1.423766 -0.101067 1.156 0.534 -1.300
C 1.809147 -0.997732 -0.142465 0.350 -0.125 0.687
C 3.100145 -0.774920 0.091773 -1.851 1.371 -0.261
F 3.583093 0.455975 0.303885 0.207 0.794 0.341
H -2.730420 -1.238106 0.939890 -0.138 -0.269 -0.237
H -2.440000 0.346545 1.572542 -0.262 -0.159 -0.363
H -3.804534 0.093112 0.474835 -0.519 0.079 -0.094
H -1.653660 1.208496 -0.617172 -0.298 -0.003 0.228
H -2.404050 -0.158077 -1.409826 0.763 -0.169 0.098
H -0.636925 -1.686217 -0.321303 0.169 0.788 0.015
H 0.111150 2.092872 -0.306786 -0.071 -0.427 -0.109
H 1.753843 1.602805 -0.879649 -1.013 -0.022 0.733
H 1.388790 1.781787 0.805144 0.328 0.044 0.777
H 1.607548 -2.044612 -0.368148 -0.266 0.223 0.190
H 3.886544 -1.438524 0.159851 1.217 -1.758 -0.195
```
Forces are in eV/Å.

As for the net charge: 0. As for the LUMO energy: 1.024 eV. For the molar mass, the calculation gives 114.2 g/mol. As for the HOMO energy: -8.4 eV.



[2]
Here is C7H11F3Si in the gas phase in a non-equilibrium geometry from OMol25. Energies are from ωB97M-V/def2-TZVPD.

Geometry as XYZ:
```
22
Properties=species:S:1:pos:R:3:forces:R:3
C 0.382750 -1.001517 -2.669082 -1.525 3.339 -0.538
C 0.571635 -1.104536 -1.354579 -0.298 0.047 0.434
Si 0.443970 0.286787 -0.024752 -1.404 -1.308 1.189
C 2.117580 0.257996 0.926316 -0.641 -0.393 -2.352
C -0.147593 1.962437 -0.719834 -0.557 0.236 1.107
C -1.301998 2.238777 -1.363173 1.627 -1.406 -0.172
C -1.061469 -0.127649 1.477118 4.390 0.076 -0.939
C -0.942009 -1.510710 2.049683 -0.197 0.291 0.063
F -1.969457 -1.734960 2.881681 -0.415 -0.512 0.223
F 0.174160 -1.711571 2.824732 -0.496 0.106 -1.038
F -0.991744 -2.486199 1.082305 0.335 0.671 0.861
H 0.689823 -1.657155 -3.408121 0.556 -2.066 -0.839
H -0.118181 -0.119564 -3.274402 1.076 -1.172 1.949
H 0.926671 -2.097042 -0.991909 0.055 0.865 -0.186
H 2.276725 -0.708565 1.391668 -0.438 -0.024 0.477
H 2.949123 0.258841 0.135991 -0.935 1.057 1.388
H 1.902857 1.062650 1.630750 1.255 0.106 0.099
H 0.335264 2.889638 -0.364789 0.610 -0.550 -0.675
H -1.278372 3.179667 -1.882219 -1.071 0.528 0.233
H -2.025760 1.448201 -1.581562 0.127 0.423 -0.291
H -0.985824 0.639636 2.248012 0.224 -0.225 0.138
H -1.948149 0.034841 0.986166 -2.279 -0.089 -1.128
```
Forces are in eV/Å.

As for the net charge: 0. As for the LUMO energy: 0.746 eV. For the molar mass, the calculation gives 180.2 g/mol. As for the HOMO energy: -9.6 eV.



[3]
Here is a molecular structure, C7H11I2N2O2Yb in a non-equilibrium geometry from OMol25. Energies are from ωB97M-V/def2-TZVPD.

Geometry as XYZ:
```
25
Properties=species:S:1:pos:R:3:forces:R:3
C 0.190934 -0.079707 -2.965552 -0.188 -0.551 -1.085
I -0.506623 2.478773 -0.946177 0.227 3.166 -0.763
H 0.477711 -0.750633 -3.781640 0.088 -0.073 -0.356
H 0.952878 0.672669 -2.766384 0.035 0.010 -0.091
H -0.724020 0.458314 -3.235867 0.134 -0.019 0.017
C 4.168203 0.720893 0.611460 -0.232 -0.172 -0.128
C 2.068601 0.144065 -0.069022 6.672 0.507 -0.156
N 2.807752 0.928591 0.776707 0.466 -0.336 -0.332
H 5.177561 -0.653923 -0.809390 -0.040 0.049 0.065
I 0.426066 -2.137094 1.574255 0.941 -2.172 1.876
N 3.018850 -0.555837 -0.764759 0.421 0.465 0.366
H 4.904117 1.247356 1.197600 -0.017 -0.052 -0.056
Yb 0.000000 0.000000 0.000000 -10.126 3.046 7.748
C -0.128344 -0.914973 -1.726401 -0.500 -1.295 -5.644
O -0.460304 -2.072996 -1.817899 -0.323 -2.080 -1.103
C 4.301195 -0.209544 -0.365342 -0.305 0.120 0.164
C 2.754864 -1.625527 -1.725683 0.060 0.130 0.151
H 3.669098 -2.209788 -1.844368 0.009 0.060 0.033
H 2.456289 -1.215985 -2.693736 -0.023 -0.108 0.197
H 1.972955 -2.269604 -1.323747 0.021 0.057 -0.129
C 2.250152 1.734207 1.859974 0.050 -0.224 -0.225
H 2.891574 2.603049 2.020986 -0.089 -0.014 -0.044
H 2.197206 1.136796 2.775605 -0.064 0.046 -0.127
H 1.253676 2.070120 1.567942 0.023 0.077 0.032
O -2.085969 0.339476 0.483801 2.759 -0.637 -0.408
```
Forces are in eV/Å.

As for the net charge: -2. The spin multiplicity is 2. As for the LUMO energy (alpha / beta): 4.812 / 4.811 eV. For the molar mass, the calculation gives 582.0 g/mol. As for the HOMO energy (alpha / beta): 1.6 / 1.6 eV. Its expectation value of S² is 0.752.



[4]
Here is C7H11N in the gas phase in a non-equilibrium geometry from OMol25. Energies are from ωB97M-V/def2-TZVPD.

Geometry as XYZ:
```
19
Properties=species:S:1:pos:R:3:forces:R:3
C -1.080698 0.018272 -1.725438 -2.401 1.548 -0.581
C -0.224935 -1.125420 -1.666085 2.574 -2.174 -0.710
C -0.207988 -0.139087 -0.469932 -0.518 -1.373 -3.038
C -0.768343 -0.806580 0.907576 -1.697 -0.793 -0.997
C 0.478517 -0.277113 1.686402 0.833 1.080 -2.221
N 1.293180 0.694196 2.415637 -1.070 3.102 1.966
C 0.584818 1.162970 1.125227 1.154 -0.026 2.935
C 0.928306 0.888106 -0.298851 -1.465 1.545 -0.499
H -2.183786 0.035575 -1.691924 0.389 -0.994 0.624
H -0.953209 0.699279 -2.570671 1.132 0.507 0.720
H -0.663886 -2.037296 -1.334064 -0.365 -0.713 -0.026
H 0.649694 -1.410193 -2.428572 -1.829 1.369 1.785
H -0.851634 -1.949065 0.826523 1.033 1.412 0.046
H -1.945992 -0.676106 1.056666 2.639 1.061 0.347
H 1.382337 -0.719356 1.102715 -1.966 -0.339 1.125
H 0.924509 1.323024 3.272562 0.469 -2.124 -2.473
H -0.174103 1.957731 1.318691 0.220 -1.249 -0.093
H 1.920867 0.632414 -0.484805 1.736 -1.579 0.238
H 0.892345 1.728649 -1.041657 -0.868 -0.260 0.850
```
Forces are in eV/Å.

As for the net charge: 0. As for the LUMO energy: 1.051 eV. For the molar mass, the calculation gives 109.2 g/mol. As for the HOMO energy: -8.4 eV.



[5]
Here is C7H11N in the gas phase in a non-equilibrium geometry from OMol25. Energies are from ωB97M-V/def2-TZVPD.

Geometry as XYZ:
```
19
Properties=species:S:1:pos:R:3:forces:R:3
H 1.904173 -0.928496 1.007884 -0.153 0.127 -0.102
N 1.130805 -0.351976 1.360377 1.238 -0.287 0.743
C 0.342723 -0.042753 0.470363 -5.780 1.872 0.154
C -1.107138 0.784744 0.794853 2.514 -0.118 1.502
C -1.554098 0.404675 2.193418 -0.208 0.392 0.038
C 0.041017 -0.302312 -0.913686 4.732 -4.395 -3.106
C 0.193306 0.859566 -1.883312 -0.107 -0.158 -0.160
C 1.310844 -1.505641 -1.342810 -1.421 2.110 0.720
C 2.353572 -2.123010 -1.319266 -0.979 0.400 -0.151
H -0.774202 1.822790 0.743593 -0.284 0.218 0.156
H -1.929697 0.674860 0.087939 0.446 -0.404 -0.309
H -2.395476 1.028103 2.498250 -0.096 -0.068 0.086
H -0.751388 0.551955 2.911601 0.060 -0.061 -0.014
H -1.862802 -0.638848 2.231562 -0.014 -0.057 0.031
H -0.843266 -0.919503 -1.070995 -0.031 0.394 0.284
H -0.734025 1.424144 -1.963052 0.022 0.116 0.086
H 1.009704 1.517074 -1.590073 -0.053 0.014 0.091
H 0.435713 0.457548 -2.865120 -0.119 0.082 -0.004
H 3.230236 -2.712921 -1.351524 0.233 -0.177 -0.048
```
Forces are in eV/Å.

As for the net charge: 0. As for the LUMO energy: 0.890 eV. For the molar mass, the calculation gives 109.2 g/mol. As for the HOMO energy: -9.5 eV.



[6]
Here is C7H11N in the gas phase in a non-equilibrium geometry from OMol25. Energies are from ωB97M-V/def2-TZVPD.

Geometry as XYZ:
```
19
Properties=species:S:1:pos:R:3:forces:R:3
C -1.595070 -0.792677 -1.684302 2.372 0.659 0.048
C -0.033911 -0.417702 -1.478233 -1.617 -2.040 -0.100
C 0.077107 -0.101154 -0.031910 -1.030 -5.281 -0.895
C 1.052976 1.416738 -0.028928 1.582 6.417 1.160
N 1.051813 2.367359 -1.037680 0.260 -3.626 3.831
C -0.086222 0.954476 0.922759 1.189 0.553 -1.960
C 0.052127 -0.908466 1.043021 1.579 4.327 -0.454
C 0.606109 -1.074849 2.407819 0.682 0.018 2.015
H -2.077033 0.115016 -2.086879 -0.475 -0.609 0.820
H -1.580317 -1.552922 -2.455113 -0.509 -0.225 -0.043
H -1.801364 -1.208750 -0.666243 -0.988 0.513 -1.312
H 0.387234 0.306154 -2.164917 -0.212 0.075 0.105
H 0.467792 -1.397482 -1.600688 0.139 0.629 -0.075
H 2.065446 1.312449 0.450607 -0.797 -0.952 -1.178
H 0.108807 2.709073 -1.126257 -0.812 0.043 -0.383
H -1.048647 1.399299 1.015047 -0.673 0.592 -0.273
H 0.782371 -0.088564 2.829320 -0.252 -0.162 0.093
H -0.054370 -1.556202 3.143505 0.085 -0.199 -0.536
H 1.625148 -1.481800 2.549078 -0.524 -0.732 -0.863
```
Forces are in eV/Å.

As for the net charge: 0. As for the LUMO energy: -0.581 eV. For the molar mass, the calculation gives 109.2 g/mol. As for the HOMO energy: -8.3 eV.



What are the electronic energy values for these records? In order: -10153.4885, -23465.9038, -62239.0871, -8920.4919, -8923.3683, -8919.4488 eV.